No. 1
The following is a DFT calculation (ωB97M-V with the def2-TZVPD basis set) of C53H47F3N8O4P2STi as an isolated structure at a distorted geometry.

HOMO-LUMO gap = 0.222 hartree
energy relative to the best compared isomer or geometry (same formula, charge and spin) = 0.00 kcal/mol
E_LUMO = -0.6057 eV

The geometry in ORCA input format:
```
! RIJCOSX wB97M-V def2-TZVPD def2/J DEFGRID3
* xyz 0 1
Ti -0.74 -0.50 1.16
N -5.93 -3.16 7.13
C -5.04 -2.91 6.11
C -4.84 -3.85 5.09
C -3.97 -3.58 4.05
C -3.29 -2.37 4.02
C -3.49 -1.42 5.02
C -4.35 -1.69 6.06
S -2.27 -2.04 2.64
O -1.03 -1.33 3.08
O -2.02 -3.30 1.98
N -2.83 -0.94 1.64
C -4.12 -0.91 1.15
N -5.06 -1.64 1.76
C -6.29 -1.54 1.28
C -6.62 -0.75 0.20
C -5.56 -0.04 -0.36
N -4.33 -0.10 0.11
H -6.24 -4.11 7.25
H -5.88 -2.61 7.96
H -5.37 -4.80 5.11
H -3.80 -4.28 3.25
H -2.96 -0.47 4.97
H -4.51 -0.96 6.84
H -7.04 -2.12 1.81
H -7.62 -0.69 -0.19
H -5.71 0.62 -1.21
C 2.49 -0.30 1.86
N 1.14 0.25 1.87
C 0.98 1.35 2.55
C -0.28 1.99 2.52
C -0.75 3.21 3.00
C -2.05 3.34 2.52
C -2.32 2.19 1.77
N -1.26 1.37 1.77
C 2.93 -0.98 3.14
C 2.11 -1.09 4.26
C 2.57 -1.73 5.40
C 3.85 -2.24 5.45
C 4.68 -2.13 4.34
C 4.22 -1.51 3.20
H 3.21 0.50 1.64
H 2.56 -1.01 1.04
H 1.80 1.81 3.09
H -0.20 3.91 3.62
H -2.73 4.16 2.67
H -3.22 1.92 1.24
H 1.10 -0.70 4.23
H 1.91 -1.82 6.26
H 4.21 -2.73 6.35
H 5.68 -2.54 4.37
H 4.85 -1.43 2.32
C 1.45 2.97 -0.73
N 1.05 2.27 -1.96
P 1.85 0.79 -2.48
C 3.44 0.70 -1.55
C 3.86 -0.60 -1.27
C 5.06 -0.85 -0.61
C 5.84 0.22 -0.19
C 5.45 1.52 -0.48
C 4.27 1.76 -1.17
C 2.60 1.39 -4.06
C 3.01 2.70 -4.29
C 3.52 3.07 -5.52
C 3.63 2.13 -6.54
C 3.24 0.82 -6.32
C 2.73 0.46 -5.08
P -0.69 2.05 -1.92
C -1.04 1.11 -3.47
C -1.91 0.03 -3.49
C -2.25 -0.58 -4.69
C -1.73 -0.11 -5.89
C -0.87 0.98 -5.88
C -0.53 1.59 -4.68
C -1.18 3.72 -2.63
C -0.30 4.65 -3.16
C -0.79 5.80 -3.78
C -2.15 6.03 -3.86
C -3.04 5.11 -3.31
C -2.55 3.96 -2.70
H 2.20 3.74 -0.95
H 1.84 2.30 0.03
H 0.57 3.47 -0.31
H 3.24 -1.43 -1.59
H 5.37 -1.87 -0.42
H 6.77 0.03 0.34
H 6.07 2.35 -0.17
H 4.02 2.78 -1.42
H 2.92 3.44 -3.50
H 3.84 4.09 -5.70
H 4.02 2.42 -7.51
H 3.33 0.08 -7.10
H 2.42 -0.57 -4.89
H -2.33 -0.33 -2.56
H -2.94 -1.42 -4.69
H -2.02 -0.57 -6.82
H -0.46 1.36 -6.81
H 0.12 2.46 -4.69
H 0.77 4.47 -3.12
H -0.09 6.51 -4.21
H -2.53 6.92 -4.35
H -4.10 5.28 -3.37
H -3.23 3.23 -2.28
F 3.25 -6.26 0.55
C 2.83 -5.53 -0.49
F 3.94 -5.10 -1.14
F 2.20 -6.36 -1.34
C 1.96 -4.39 -0.08
C 1.74 -4.08 1.25
C 0.91 -3.02 1.56
N 0.31 -2.24 0.64
C 0.51 -2.58 -0.64
C 1.32 -3.62 -1.04
H 2.20 -4.66 2.04
H 0.72 -2.77 2.60
H 0.01 -1.97 -1.38
H 1.44 -3.84 -2.09
O -0.25 0.22 -0.55
O -1.45 -0.50 -0.46
*
```

No. 2
The following is a DFT calculation (ωB97M-V with the def2-TZVPD basis set) of C10H23FGaO16S4 as an isolated structure at a distorted geometry.

HOMO-LUMO gap = 0.232 hartree
E_LUMO = 1.8975 eV

The geometry in ORCA input format:
```
! RIJCOSX wB97M-V def2-TZVPD def2/J DEFGRID3
* xyz -1 1
F 1.38 -3.65 1.52
C 1.55 -2.41 0.67
C 0.45 -1.30 1.28
Ga -1.43 -2.20 0.98
H 2.65 -2.01 0.66
H 1.20 -2.72 -0.41
H 0.66 -1.06 2.41
H 0.49 -0.29 0.65
H -2.05 -1.56 -0.35
H -1.23 -3.80 0.74
H -2.28 -1.98 2.31
C 5.82 -1.42 -1.94
C 4.86 -2.51 -2.42
O 3.55 -1.98 -2.20
S 3.60 -0.36 -2.39
O 3.16 -0.05 -3.73
O 3.03 0.25 -1.21
O 5.22 -0.19 -2.33
H 5.90 -1.43 -0.85
H 6.81 -1.53 -2.38
H 4.99 -3.45 -1.88
H 4.97 -2.69 -3.49
C 5.75 3.12 1.82
C 4.34 3.71 1.80
O 3.55 2.78 1.07
S 4.13 1.28 1.33
O 3.33 0.66 2.37
O 4.37 0.65 0.05
O 5.56 1.71 1.98
H 6.27 3.29 0.87
H 6.35 3.52 2.64
H 4.32 4.70 1.33
H 3.93 3.79 2.81
C -3.69 0.50 -4.25
C -2.88 0.88 -3.01
O -3.83 1.38 -2.08
S -5.24 0.60 -2.29
O -5.32 -0.48 -1.33
O -6.29 1.58 -2.46
O -4.91 -0.05 -3.75
H -3.94 1.39 -4.84
H -3.17 -0.22 -4.88
H -2.12 1.63 -3.23
H -2.40 0.00 -2.58
C -5.98 -0.54 2.01
C -5.09 0.70 1.94
O -5.34 1.41 3.14
S -5.69 0.35 4.33
O -4.49 0.12 5.10
O -6.95 0.73 4.93
O -5.95 -0.95 3.38
H -7.01 -0.30 1.75
H -5.62 -1.35 1.37
H -5.31 1.32 1.07
H -4.03 0.42 1.93
*
```

No. 3
The following is a DFT calculation (ωB97M-V with the def2-TZVPD basis set) of a 2-piece molecular cluster, C2H10N2O overall at a distorted geometry.

HOMO-LUMO gap = 0.372 hartree
energy relative to the best compared isomer or geometry (same formula, charge and spin) = 45.81 kcal/mol
E_LUMO = 0.9389 eV
SMILES = NCN.CO

The geometry in ORCA input format:
```
! RIJCOSX wB97M-V def2-TZVPD def2/J DEFGRID3
* xyz 0 1
N 1.29 -1.82 1.10
C 0.35 -0.80 0.68
N 0.74 0.54 1.08
H 2.12 -1.85 0.52
H 0.87 -2.74 1.12
H -0.60 -1.02 1.18
H -0.14 -0.85 -0.46
H 1.65 0.79 0.69
H 0.82 0.59 2.09
C -1.50 1.40 -1.43
O -0.42 0.52 -1.70
H -2.19 1.42 -2.28
H -2.05 1.06 -0.54
H -1.15 2.42 -1.25
H 0.21 0.35 -0.81
*
```